C48H47IrN3SSi | ωB97M-V/def2-TZVPD

```
101
Properties=species:S:1:pos:R:3
Ir 0.85 0.50 -0.05
C 2.22 2.14 2.71
C 2.37 2.00 1.22
C 1.73 2.94 0.37
C 0.95 4.07 1.01
C 1.89 2.85 -1.01
C 1.31 3.93 -1.88
C 2.68 1.81 -1.55
C 2.94 1.69 -3.03
C 3.39 0.93 -0.71
C 4.36 -0.02 -1.35
C 3.25 1.05 0.70
C 4.12 0.32 1.69
H 2.98 2.83 3.11
H 2.35 1.19 3.23
H 1.25 2.54 2.99
H 0.00 3.72 1.42
H 0.74 4.87 0.31
H 1.51 4.50 1.84
H 1.94 4.82 -1.83
H 0.31 4.22 -1.55
H 1.23 3.64 -2.92
H 2.80 0.67 -3.37
H 3.98 1.96 -3.24
H 2.30 2.32 -3.63
H 5.12 0.53 -1.89
H 3.87 -0.67 -2.07
H 4.87 -0.66 -0.63
H 3.56 -0.40 2.30
H 4.58 1.04 2.37
H 4.92 -0.23 1.22
S -3.38 1.10 4.96
C -2.33 1.01 3.56
C -2.54 1.68 2.35
C -1.64 1.53 1.33
N -0.53 0.77 1.42
C -0.32 0.15 2.59
C -1.18 0.24 3.66
C -4.95 1.54 4.23
C -5.86 0.54 3.93
C -7.09 0.91 3.40
N -7.43 2.17 3.14
C -6.56 3.12 3.46
C -5.31 2.86 4.01
H -3.40 2.31 2.19
H -1.79 2.07 0.40
H 0.56 -0.47 2.65
H -0.96 -0.32 4.56
H -5.63 -0.50 4.11
H -7.82 0.16 3.15
H -6.86 4.14 3.27
H -4.66 3.68 4.30
C 3.83 -4.47 1.61
C 4.06 -3.19 1.13
C 2.99 -2.40 0.73
C 1.67 -2.84 0.80
C 1.47 -4.15 1.27
C 2.52 -4.95 1.67
Si 0.29 -1.82 0.02
C -1.30 -2.12 1.03
C -2.55 -1.64 0.60
C -3.71 -1.86 1.32
C -3.67 -2.57 2.51
C -2.45 -3.04 2.98
C -1.30 -2.81 2.25
C 0.09 -2.64 -1.67
C 1.24 -3.16 -2.29
C 1.19 -3.74 -3.55
C -0.03 -3.83 -4.22
C -1.18 -3.36 -3.61
C -1.12 -2.78 -2.35
H 4.65 -5.10 1.92
H 5.08 -2.82 1.05
H 3.18 -1.42 0.33
H 0.47 -4.58 1.27
H 2.33 -5.95 2.02
H -2.62 -1.07 -0.32
H -4.66 -1.47 0.95
H -4.58 -2.76 3.06
H -2.40 -3.58 3.91
H -0.36 -3.16 2.66
H 2.19 -3.11 -1.78
H 2.09 -4.14 -4.00
H -0.07 -4.28 -5.20
H -2.13 -3.45 -4.12
H -2.05 -2.44 -1.90
C -0.66 0.55 -1.50
C -0.31 0.85 -2.93
C -0.78 2.05 -3.48
C -0.60 2.35 -4.82
C 0.07 1.45 -5.65
C 0.53 0.25 -5.12
C 0.34 -0.04 -3.79
C 0.28 1.77 -7.03
N 0.46 2.02 -8.14
H -1.31 -0.32 -1.54
H -1.31 1.38 -1.22
H -1.33 2.74 -2.86
H -0.98 3.28 -5.23
H 1.03 -0.46 -5.77
H 0.69 -0.99 -3.41
```

Its charge is +1. The calculation puts the HOMO energy at -11.10 eV. The calculation puts the frontier orbital gap at 8.22 eV. The energy above the lowest of the compared OMol25 structures with the same formula, charge and spin comes out at 0.0 kcal per mole. The LUMO energy comes out at -2.879 eV.